The following is a DFT calculation (wB97M-V/def2-TZVPD) of a cluster of 2 separate species, C25H43BBrF6N5O7PS3 in total.

Results
- HOMO: -0.230 Ha
- Lowest unoccupied orbital energy: 0.4 eV
- E: -6513.0384 Eh
- Multiplicity: 1
- Maximum force: 0.0220 hartree/bohr
- Charge: -1

Last column: Mulliken charge in e.
Element x y z (Å)
C -3.2154 1.6290 1.9147  -1.460
C -2.9987 0.1576 1.6853  -0.033
N -3.9124 -0.5979 2.1376  -0.835
C -1.7918 -0.5202 1.0130  -3.057
C -0.6939 0.1966 0.1806  5.341
C -1.4593 1.1176 -0.8025  -1.610
C -2.6120 0.4717 -1.6280  -1.869
N -3.9569 0.9034 -1.3296  -0.094
C 0.0548 -0.9000 -0.7355  1.607
C -0.4702 -2.3480 -0.6633  -2.695
C -0.3882 -3.2623 0.5856  -0.033
C 0.6623 -2.9979 1.6442  -0.922
O -0.1383 -4.5997 0.1180  -0.645
B 0.0927 -0.5224 -2.3388  0.283
O 1.0602 0.3648 -2.7166  -0.481
N -0.7194 -1.2358 -3.3316  -0.097
C 0.0482 -2.3534 -3.9133  -1.314
C -1.1252 -0.3196 -4.4211  -1.317
O 1.5239 -1.1484 -0.5130  -0.613
S 2.5896 -0.1626 0.0342  1.500
O 2.9841 0.8760 -0.8592  -0.727
O 3.6126 -1.0296 0.5598  -0.717
C 1.6939 0.4749 1.4127  1.397
C 2.6876 1.3098 2.2475  -1.426
C 3.4891 0.4700 3.2463  -0.930
C 2.6593 -0.2099 4.3229  -0.100
S 3.6402 -1.2673 5.4326  -0.192
C 2.9942 -2.8782 5.0080  0.220
S 1.6787 -3.4691 5.7406  -0.221
N 3.7160 -3.6175 4.0792  0.279
C 4.3746 -3.1792 2.9473  -0.015
C 4.8662 -4.2892 2.3722  -0.596
N 4.5652 -5.4088 3.1158  -0.638
C 3.8680 -4.9875 4.1154  -0.069
C 0.2795 1.0705 1.1492  -1.367
Br -0.3775 1.0076 3.0782  0.013
C 0.3386 2.5890 0.8763  -0.831
C 1.3227 3.2109 -0.1063  -1.581
O 1.0787 2.8998 -1.4805  0.193
C 0.7006 3.9291 -2.3065  0.753
C 1.7556 4.9727 -2.5203  -1.387
O -0.3682 3.9071 -2.8445  -0.498
H -2.3680 2.2636 1.6938  0.401
H -3.4919 1.7694 2.9560  0.404
H -4.0500 1.9534 1.2981  0.295
H -3.7153 -1.5798 1.9416  0.291
H -1.3196 -1.1123 1.7886  1.405
H -2.2679 -1.2413 0.3603  1.037
H -0.7796 1.6454 -1.4627  -0.250
H -1.9333 1.9106 -0.2345  1.405
H -2.5731 -0.6142 -1.6235  0.278
H -2.4325 0.7484 -2.6642  0.229
H -4.4708 0.3028 -0.7070  0.270
H -4.0280 1.8742 -1.0760  0.300
H 0.1063 -2.8896 -1.4064  0.595
H -1.4866 -2.3476 -1.0475  0.591
H -1.3653 -3.2741 1.0734  0.376
H 0.4161 -2.1432 2.2704  0.073
H 0.7067 -3.8743 2.2894  0.515
H 1.6547 -2.8695 1.2190  0.122
H -0.9774 -5.0092 -0.1002  0.396
H 0.8045 1.2756 -2.8752  0.301
H -0.4399 -2.6714 -4.8321  0.464
H 1.0843 -2.0819 -4.1431  0.316
H 0.0645 -3.2134 -3.2479  0.373
H -2.1317 -0.5713 -4.7498  0.407
H -0.4557 -0.3934 -5.2816  0.320
H -1.1285 0.7231 -4.1169  0.554
H 1.5238 -0.4543 1.9480  -0.919
H 2.2068 2.1316 2.7699  0.591
H 3.4262 1.7510 1.5772  0.438
H 4.1181 -0.2314 2.7136  0.365
H 4.1660 1.1555 3.7621  0.528
H 2.1842 0.5495 4.9412  0.470
H 1.8553 -0.8331 3.9379  -0.332
H 4.4048 -2.1564 2.6296  0.153
H 5.4127 -4.3577 1.4495  0.453
H 3.4620 -5.6018 4.8965  0.380
H -0.6431 3.0135 0.6923  0.253
H 0.6361 3.0479 1.8194  0.925
H 1.2150 4.2882 0.0344  0.788
H 2.3556 2.9664 0.1194  0.183
H 1.4668 5.5983 -3.3570  0.397
H 2.7283 4.5149 -2.6738  0.295
H 1.8286 5.6021 -1.6331  0.351
F -6.0978 1.9892 -2.8753  -0.325
P -5.7071 2.8812 -4.2046  1.052
F -6.2291 4.1666 -3.2984  -0.365
F -6.8742 1.9289 -4.8961  -0.365
F -4.6896 2.1551 -5.3062  -0.361
F -4.2500 3.1354 -3.4267  -0.295
F -6.0308 3.9256 -5.4484  -0.342



The following is a DFT calculation (wB97M-V/def2-TZVPD) of a cluster of 2 separate species, C25H43Br2NO7PS in total.

Results
- HOMO: -0.394 Ha
- Lowest unoccupied orbital energy: -3.7 eV
- E: -7447.2204 Eh
- Multiplicity: 1
- Maximum force: 0.0127 hartree/bohr
- Charge: +1

Last column: Mulliken charge in e.
Element x y z (Å)
C 2.0241 1.6914 -2.2430  -0.331
C 1.9731 2.2790 -0.8459  -0.655
O 1.3121 1.3844 0.0874  0.018
P 2.1397 0.3513 0.9372  0.580
O 2.5468 0.8016 2.2836  -0.805
C 1.1352 -1.1482 0.9977  -0.001
C -0.3834 -0.9552 1.1960  -2.201
C -1.0965 -0.2628 0.0701  0.095
C -1.2438 -0.7600 -1.1652  0.812
C -0.7468 -2.1068 -1.5974  -1.673
C 0.3520 -2.0614 -2.6775  0.345
C 0.0450 -2.9476 -3.8801  -1.151
S 0.1306 -4.7218 -3.5215  -0.219
C -1.9613 0.0087 -2.2178  0.844
O -2.0684 -0.5067 -3.3133  -0.652
C -2.5618 1.3330 -1.9047  0.357
C -3.2891 2.1550 -2.9616  -1.043
Br -5.2021 2.0000 -2.6108  -0.016
C -2.9758 1.8626 -4.4306  -0.269
C -1.5147 2.1783 -4.7270  -0.561
Br -4.0312 3.0557 -5.5760  -0.123
C -2.4628 1.8055 -0.6463  -0.076
C -3.0824 3.0684 -0.1436  -1.154
C -4.3944 2.8780 0.6755  -0.903
C -4.8117 1.4505 0.9456  -0.071
O -6.0641 1.4777 1.6020  -0.443
C -6.8244 0.3127 1.3815  -0.699
C -1.6769 1.0647 0.3899  1.188
O -1.5186 1.5551 1.4899  -0.688
O 3.3562 -0.0374 -0.0239  -0.257
C 4.4229 -0.7263 0.6778  0.212
C 4.9981 -1.7871 -0.2311  -1.359
H 1.1350 1.9569 -2.8092  -0.133
H 2.8950 2.0616 -2.7794  0.395
H 2.0789 0.6063 -2.1902  0.067
H 1.3631 3.1798 -0.8340  0.505
H 2.9547 2.5607 -0.4730  0.363
H 1.5262 -1.6939 1.8589  0.418
H 1.3573 -1.7519 0.1186  0.130
H -0.8232 -1.9475 1.3176  0.575
H -0.5553 -0.4189 2.1249  0.507
H -1.6058 -2.6556 -1.9904  0.786
H -0.3926 -2.6727 -0.7402  0.397
H 1.2917 -2.4269 -2.2591  0.306
H 0.4914 -1.0480 -3.0512  -0.057
H -0.9536 -2.7249 -4.2488  0.323
H 0.7440 -2.7732 -4.6939  0.486
H -0.9986 -4.8257 -2.8168  0.116
H -3.0022 3.1929 -2.8050  0.616
H -3.2314 0.8589 -4.7216  0.551
H -0.8618 1.8041 -3.9415  -0.382
H -1.2068 1.7019 -5.6560  0.374
H -1.3652 3.2488 -4.8492  0.459
H -2.3630 3.5323 0.5275  0.534
H -3.2648 3.7753 -0.9481  0.466
H -4.2926 3.3875 1.6327  0.293
H -5.2105 3.3718 0.1511  0.277
H -4.9011 0.8845 0.0113  0.313
H -4.0874 0.9316 1.5833  0.166
H -7.2025 0.2762 0.3546  0.265
H -7.6645 0.3248 2.0702  0.281
H -6.2316 -0.5924 1.5518  0.303
H 5.1691 0.0288 0.9184  0.334
H 4.0174 -1.1407 1.5884  -0.100
H 5.7874 -2.3465 0.2641  0.394
H 5.3921 -1.3050 -1.1247  0.351
H 4.2045 -2.4542 -0.5656  0.289
C 5.6354 -2.2839 5.2359  -1.075
C 4.2966 -2.1789 4.5905  0.489
O 3.9961 -2.3808 3.4676  -0.437
N 3.1403 -1.7213 5.4848  -0.142
C 3.2002 -0.2271 5.7486  -0.663
H 6.3397 -1.6720 4.6743  0.324
H 5.6310 -1.9586 6.2753  0.380
H 5.9536 -3.3253 5.1901  0.361
H 3.1469 -2.2386 6.3657  0.401
H 2.2952 -1.9488 4.9568  0.361
H 4.2410 0.0702 5.8339  0.326
H 2.6746 -0.0166 6.6742  0.367
H 2.7304 0.2824 4.9100  0.234



The following is a DFT calculation (wB97M-V/def2-TZVPD) of a structure of composition C25H43F2Si4.

Results
- HOMO: -0.403 Ha
- Lowest unoccupied orbital energy: -2.6 eV
- E: -2335.9700 Eh
- Multiplicity: 1
- Maximum force: 0.0490 hartree/bohr
- Charge: +1

Last column: Mulliken charge in e.
Element x y z (Å)
C 1.0314 2.1338 17.6090  -1.019
Si -0.3967 2.5580 16.5148  0.265
C -2.0563 2.4729 17.3258  -1.038
C -0.1030 4.7260 15.7987  -1.017
C -0.2852 1.9294 14.7658  -0.562
Si -0.0221 3.6744 14.1811  -0.426
H -0.6766 1.0331 9.9777  -0.609
C -1.4926 4.3645 13.2012  -0.474
Si -2.3859 3.7885 11.6231  0.259
C -3.7353 5.0887 11.4303  -1.130
C -1.2973 3.8315 10.0976  -0.518
C -3.2278 2.1134 11.7444  -0.824
C 1.7522 4.0374 13.5886  -0.612
Si 2.9412 3.2512 12.3478  0.286
C 3.4296 4.6298 11.1540  -1.154
C 4.4903 2.7027 13.2804  -1.164
C 2.3411 1.7934 11.3352  -0.506
H 1.9970 2.2021 17.0940  0.355
H 1.0467 2.7942 18.4883  0.351
H 0.8917 1.1009 17.9513  0.347
H -2.8768 2.7368 16.6477  0.353
H -2.2100 1.4447 17.6753  0.344
H -2.0851 3.1441 18.1973  0.352
H -0.9104 5.4476 15.6100  0.530
H -0.2968 4.3563 16.8513  0.230
H 0.8674 5.2377 15.8531  0.515
H 0.5759 1.2630 14.6010  0.511
H -1.2203 1.4557 14.4220  0.426
H -2.3165 4.4564 13.9445  0.307
H -1.2287 5.4238 12.9896  0.423
H -4.2945 4.9529 10.4975  0.319
H -4.4502 5.0351 12.2614  0.315
H -3.3007 6.0964 11.4206  0.323
H -1.9232 3.7326 9.1960  0.300
H -0.7703 4.7945 10.0232  0.463
H -0.5452 3.0323 10.0746  -0.277
H -3.5238 1.7609 10.7435  0.268
H -2.5904 1.3394 12.1915  0.119
H -4.1479 2.1926 12.3434  0.444
H 1.7257 5.1106 13.2970  0.491
H 2.3500 4.0524 14.5302  0.279
H 4.0789 4.2474 10.3538  0.360
H 2.5341 5.0696 10.6917  0.328
H 3.9736 5.4272 11.6808  0.313
H 5.2616 2.3697 12.5706  0.329
H 4.9128 3.5276 13.8721  0.339
H 4.2733 1.8673 13.9616  0.331
H 3.1635 1.4223 10.7015  0.423
H 2.0173 0.9583 11.9714  0.326
H 1.5197 2.0715 10.6608  -0.164
F -4.5685 -1.4399 7.4957  -0.324
C -3.7121 -1.4505 8.5724  0.298
C -4.1602 -1.9819 9.7794  -0.758
C -3.2923 -1.9616 10.8803  -0.442
C -2.0381 -1.3719 10.7616  -0.724
C -1.6423 -0.7800 9.5514  0.853
C -0.3967 0.0691 9.5968  -0.082
C 0.3883 0.2979 8.3219  0.373
C 1.6596 -0.2809 8.2216  -0.399
C 2.5124 0.0543 7.1720  -0.625
C 2.0896 0.9490 6.1810  -0.660
C 0.7930 1.4528 6.2623  0.169
F 0.4100 2.4085 5.3470  -0.326
C -0.0866 1.1350 7.3020  -0.364
C -2.4423 -0.8978 8.4102  -0.609
H -5.1650 -2.3891 9.8542  0.450
H -3.5952 -2.3810 11.8388  0.389
H -1.3457 -1.3624 11.6088  0.445
H 0.2737 -0.3850 10.3403  0.364
H 1.9835 -0.9803 8.9975  0.444
H 3.5054 -0.3921 7.1362  0.404
H 2.7525 1.2406 5.3697  0.461
H -1.0983 1.5532 7.3042  0.570
H -2.1076 -0.5280 7.4411  0.663



Among the records above, which one has the highest E?
C25H43F2Si4



multiplicity of number 1 (C25H43BBrF6N5O7PS3)?
1



Among the records above, which one has the lowest HOMO?
C25H43F2Si4



Look up the HOMO of the second one.
-0.394 Ha